1.
Here is a structure of composition C27H35NO2S6V at a distorted geometry from the Open Molecules 2025 dataset. Energies are from ωB97M-V/def2-TZVPD.

As for the molar mass: 648.93 g mol⁻¹. As for the net charge: 0. The frontier orbital gap (alpha / beta) is 6.32 / 6.48 eV. Its expectation value of S² is 3.785. As for the spin multiplicity: 4.

Each line ends with the Löwdin spin population.
Positions of all 72 atoms, in Å:
V  0.078  -0.305  0.598  2.401
S  2.453  -0.046  0.112  0.024
C  2.534  -1.126  -1.447  -0.002
C  3.601  -1.916  -1.851  0.000
C  3.508  -2.690  -2.997  0.000
C  2.351  -2.661  -3.762  0.002
C  1.290  -1.855  -3.388  0.001
C  1.378  -1.100  -2.225  0.016
S  0.046  -0.009  -1.736  0.036
C  -1.400  -1.125  -1.881  0.019
C  -2.327  -0.964  -0.709  0.068
C  -3.661  -1.288  -0.849  -0.006
C  -4.490  -1.294  0.266  0.084
C  -3.929  -0.970  1.494  -0.006
C  -2.599  -0.607  1.568  0.073
C  -1.972  -0.208  2.867  0.022
S  -0.198  -0.666  2.931  0.019
C  -0.296  -2.436  3.081  0.009
C  -0.644  -2.991  4.308  0.000
C  -0.664  -4.363  4.477  0.003
C  -0.315  -5.185  3.411  0.000
C  0.042  -4.640  2.194  0.003
C  0.062  -3.252  1.998  0.011
S  0.550  -2.621  0.445  0.036
N  -1.789  -0.595  0.482  0.025
H  4.516  -1.932  -1.272  0.000
H  4.339  -3.317  -3.295  0.000
H  2.283  -3.259  -4.661  0.000
H  0.400  -1.814  -4.004  0.000
H  -0.988  -2.137  -1.867  0.003
H  -1.920  -0.941  -2.820  0.001
H  -4.039  -1.574  -1.821  -0.002
H  -5.531  -1.570  0.183  0.006
H  -4.523  -0.998  2.398  -0.002
H  -2.491  -0.652  3.715  0.001
H  -1.948  0.879  2.978  0.002
H  -0.892  -2.336  5.135  0.000
H  -0.937  -4.792  5.432  0.000
H  -0.317  -6.261  3.534  0.000
H  0.317  -5.269  1.357  0.000
C  1.117  6.298  1.443  0.000
C  0.796  4.863  1.028  0.002
C  0.440  4.773  -0.446  0.000
S  -0.183  3.123  -0.972  0.001
O  -0.549  3.338  -2.402  0.000
C  -1.756  3.169  0.003  0.002
C  -2.958  2.731  -0.825  0.000
C  -3.515  3.863  -1.683  0.000
H  1.373  6.339  2.501  0.000
H  0.258  6.950  1.275  0.000
H  1.958  6.693  0.870  0.000
H  -0.034  4.496  1.636  0.000
H  1.648  4.215  1.237  0.002
H  1.320  4.936  -1.072  0.000
H  -0.327  5.495  -0.738  0.000
H  -1.905  4.176  0.394  0.000
H  -1.564  2.482  0.826  0.001
H  -3.736  2.363  -0.150  0.000
H  -2.668  1.896  -1.470  0.000
H  -3.807  4.709  -1.057  0.000
H  -4.394  3.527  -2.236  0.000
H  -2.762  4.198  -2.394  0.000
C  3.558  1.164  -0.690  0.007
S  1.925  1.493  1.836  0.045
C  3.599  -1.022  1.114  0.007
O  0.481  1.498  1.125  0.080
H  4.380  0.643  -1.177  0.001
H  3.903  1.859  0.067  -0.001
H  2.950  1.689  -1.426  0.000
H  4.629  -0.763  0.878  0.001
H  3.400  -2.073  0.920  0.001
H  3.372  -0.770  2.145  0.001


2.
Here is a structure of composition C24H31N6O8PS2Ti from the Open Molecules 2025 dataset. Energies are from ωB97M-V/def2-TZVPD.

As for the molar mass: 674.52 g mol⁻¹. As for the net charge: 0. The frontier orbital gap is 7.65 eV. As for the spin multiplicity: 1.

Each line ends with the Löwdin charge.
Positions of all 73 atoms, in Å:
Ti  0.142  -0.525  -0.231  0.933
C  1.128  -0.303  2.814  -0.177
N  -0.080  0.067  2.010  -0.140
C  -1.259  -0.634  2.633  -0.147
N  -1.396  -0.308  4.041  -0.076
C  -0.175  -0.679  4.750  -0.156
N  0.997  0.029  4.219  -0.077
C  0.761  1.469  4.343  -0.164
N  -0.442  1.878  3.626  -0.078
C  -0.309  1.539  2.224  -0.191
C  -1.588  1.138  4.170  -0.146
H  1.987  0.211  2.386  0.107
H  1.275  -1.373  2.728  0.095
H  -1.116  -1.708  2.513  0.127
H  -2.156  -0.339  2.094  0.109
H  -0.014  -1.754  4.653  0.131
H  -0.286  -0.435  5.807  0.128
H  1.622  2.007  3.939  0.123
H  0.656  1.723  5.398  0.128
H  0.536  2.072  1.785  0.114
H  -1.211  1.819  1.691  0.082
H  -2.489  1.430  3.631  0.138
H  -1.706  1.391  5.225  0.129
O  1.527  0.509  -3.255  0.049
C  0.718  -0.392  -3.157  -0.516
O  0.454  -1.004  -2.022  -0.188
C  -0.058  -0.899  -4.326  -0.100
C  0.234  -0.408  -5.594  0.005
C  -0.482  -0.846  -6.696  -0.045
C  -1.498  -1.776  -6.537  0.012
C  -1.765  -2.251  -5.266  -0.118
C  -1.071  -1.832  -4.150  0.074
N  -2.832  -3.259  -5.098  -0.347
O  -3.544  -3.483  -6.057  0.077
O  -2.927  -3.802  -4.018  0.093
H  1.025  0.324  -5.699  0.122
H  -0.253  -0.464  -7.682  0.110
H  -2.082  -2.134  -7.372  0.121
H  -1.331  -2.207  -3.172  0.126
C  0.739  -2.478  0.378  -0.173
C  2.153  -2.743  0.013  -0.283
C  2.489  -3.137  -1.289  -0.032
C  3.805  -3.324  -1.671  -0.027
C  4.834  -3.121  -0.753  -0.261
C  4.522  -2.752  0.555  -0.036
C  3.203  -2.568  0.925  -0.039
C  6.206  -3.280  -1.150  -0.191
N  7.304  -3.388  -1.476  0.150
H  0.516  -2.725  1.414  0.061
H  0.056  -3.045  -0.261  0.081
H  1.698  -3.296  -2.010  0.118
H  4.042  -3.629  -2.682  0.124
H  5.318  -2.620  1.276  0.120
H  2.983  -2.298  1.950  0.102
O  -1.697  -1.042  -0.212  -0.495
S  -2.567  0.131  -0.779  0.185
O  -3.074  -0.256  -2.060  -0.322
O  -3.503  0.527  0.235  -0.343
S  -1.083  1.523  -0.955  0.470
C  2.343  2.810  -1.323  -0.150
P  2.965  1.331  -0.549  0.668
C  3.928  1.831  0.882  -0.154
C  4.084  0.458  -1.635  -0.122
O  1.824  0.454  -0.020  -0.449
H  3.171  3.470  -1.587  0.072
H  1.676  3.319  -0.625  0.063
H  1.786  2.526  -2.214  0.044
H  4.746  2.485  0.577  0.066
H  4.342  0.944  1.365  0.064
H  3.292  2.362  1.592  0.052
H  5.095  0.847  -1.518  0.070
H  3.747  0.548  -2.665  0.054
H  4.068  -0.600  -1.356  0.046


3.
Here is a structure of composition C31H53AsBLiN6O3PSi3 from the Open Molecules 2025 dataset. Energies are from ωB97M-V/def2-TZVPD.

As for the molar mass: 765.71 g mol⁻¹. As for the net charge: -1. The frontier orbital gap is 6.79 eV. As for the spin multiplicity: 1.

Each line ends with the Löwdin charge.
Positions of all 100 atoms, in Å:
Li  0.395  0.180  -0.190  0.420
C  -3.296  2.710  0.398  -0.087
C  -2.763  1.535  -0.173  -0.201
N  -1.694  1.111  0.503  0.019
N  -1.527  1.998  1.518  -0.058
C  -2.466  2.968  1.468  -0.102
B  -0.209  2.115  2.330  -0.543
N  0.423  0.753  2.701  -0.045
C  1.157  0.516  3.811  -0.103
C  1.812  -0.686  3.647  -0.082
C  1.423  -1.118  2.362  -0.181
N  0.583  -0.256  1.804  -0.007
N  0.783  2.898  1.405  -0.043
C  1.433  4.054  1.647  -0.104
C  2.065  4.443  0.481  -0.083
C  1.721  3.435  -0.441  -0.176
N  0.949  2.508  0.119  0.055
H  -4.159  3.276  0.080  0.089
H  -3.115  0.966  -1.027  0.085
H  -2.477  3.772  2.193  0.119
H  -0.401  2.761  3.340  0.115
H  1.166  1.219  4.635  0.115
H  2.473  -1.175  4.346  0.088
H  1.713  -2.012  1.818  0.104
H  1.407  4.511  2.628  0.110
H  2.671  5.321  0.318  0.078
H  2.007  3.345  -1.483  0.092
C  2.722  -4.816  -1.865  -0.110
C  1.590  -4.348  -1.153  -0.111
C  1.427  -3.009  -0.932  -0.098
C  2.355  -2.028  -1.407  -0.221
C  2.115  -0.612  -1.181  -0.141
C  3.154  0.195  -1.605  -0.190
C  4.337  -0.271  -2.237  -0.118
C  4.513  -1.603  -2.491  -0.084
C  3.513  -2.525  -2.077  -0.190
C  3.663  -3.924  -2.302  -0.066
H  2.846  -5.877  -2.045  0.086
H  0.853  -5.059  -0.791  0.076
H  0.565  -2.656  -0.369  0.062
H  3.079  1.275  -1.454  0.045
H  5.107  0.438  -2.527  0.084
H  5.406  -1.973  -2.983  0.091
H  4.552  -4.273  -2.818  0.096
C  -0.464  -3.262  4.069  -0.213
Si  -1.604  -3.832  2.701  0.238
C  -2.844  -4.920  3.599  -0.220
C  -0.658  -4.970  1.564  -0.229
As  -2.245  -2.004  1.342  0.845
Si  -3.764  -3.146  -0.059  0.242
C  -2.781  -3.890  -1.472  -0.221
C  -4.784  -4.569  0.613  -0.235
C  -5.021  -1.945  -0.755  -0.226
Si  -3.696  -0.958  2.873  0.239
C  -4.742  -2.067  3.965  -0.223
C  -4.926  0.169  2.040  -0.215
C  -2.668  0.110  4.010  -0.205
H  -0.515  -3.960  4.913  0.031
H  -0.734  -2.265  4.436  0.011
H  0.573  -3.197  3.724  0.014
H  -2.338  -5.864  3.839  0.032
H  -3.741  -5.153  3.019  -0.001
H  -3.167  -4.460  4.539  0.014
H  -0.355  -5.889  2.081  0.036
H  0.241  -4.476  1.172  0.006
H  -1.278  -5.253  0.700  0.020
H  -1.705  -3.918  -1.258  0.009
H  -2.896  -3.284  -2.379  0.007
H  -3.116  -4.912  -1.686  0.034
H  -4.156  -5.436  0.855  0.020
H  -5.503  -4.877  -0.158  0.032
H  -5.348  -4.297  1.513  0.011
H  -4.605  -0.930  -0.827  0.008
H  -5.914  -1.902  -0.121  0.021
H  -5.324  -2.261  -1.761  0.034
H  -5.178  -2.905  3.406  0.011
H  -5.564  -1.476  4.388  0.030
H  -4.162  -2.489  4.794  0.018
H  -5.761  -0.398  1.613  0.018
H  -4.462  0.753  1.235  -0.008
H  -5.326  0.872  2.782  0.040
H  -1.674  -0.317  4.191  0.006
H  -3.170  0.243  4.976  0.035
H  -2.506  1.097  3.554  0.014
C  -0.689  -2.348  -4.745  -0.111
O  -0.746  -2.262  -3.322  -0.354
P  -0.999  -0.954  -2.414  0.846
O  -0.513  0.185  -3.484  -0.366
C  -0.054  1.469  -2.996  -0.113
O  -2.633  -0.769  -2.523  -0.416
C  -3.337  -0.542  -3.739  -0.129
H  0.254  -2.820  -5.017  0.087
H  -0.744  -1.371  -5.217  0.072
H  -1.514  -2.972  -5.092  0.080
H  1.017  1.427  -2.808  0.054
H  -0.561  1.767  -2.070  0.055
H  -0.274  2.204  -3.767  0.083
H  -4.272  -0.038  -3.497  0.081
H  -3.569  -1.490  -4.234  0.080
H  -2.762  0.083  -4.422  0.077


4.
Here is a cluster of 13 separate species, H25O13 in total at a distorted geometry from the Open Molecules 2025 dataset. Energies are from ωB97M-V/def2-TZVPD.

As for the molar mass: 233.19 g mol⁻¹. As for the net charge: -1. The frontier orbital gap is 9.31 eV. As for the spin multiplicity: 1.

Each line ends with the Löwdin charge.
Positions of all 38 atoms, in Å:
O  -0.528  0.880  -2.355  -0.108
H  1.027  -2.720  1.937  0.042
H  1.751  3.840  -1.019  -0.021
O  1.323  -0.442  -3.904  -0.064
H  1.084  -0.147  -3.134  -0.162
H  0.061  -1.704  2.093  0.041
O  1.207  4.401  -0.462  -0.089
H  0.510  3.802  -0.094  0.048
O  -2.599  -0.480  3.299  -0.122
H  -2.267  0.480  3.701  0.133
H  -2.194  -0.554  2.403  0.015
O  3.773  -0.081  -0.519  0.019
H  -0.015  1.405  -1.816  -0.065
H  4.128  -0.676  -1.021  -0.044
O  -1.451  -3.148  -1.035  -0.069
H  -2.129  -3.113  -1.618  -0.044
H  -0.894  -2.312  -1.312  0.060
O  2.533  2.017  -1.443  -0.091
H  1.634  1.771  -1.940  0.093
H  1.043  -1.118  3.877  -0.003
O  0.195  -2.656  2.441  -0.092
H  3.411  -0.635  0.244  0.119
H  0.386  -0.798  -0.500  0.035
O  0.856  -0.411  3.362  0.042
H  3.042  1.288  -1.132  -0.051
H  0.412  -0.084  -4.373  0.146
O  -2.856  1.631  1.481  -0.125
H  -2.706  1.380  2.399  -0.022
H  -2.208  1.184  0.847  -0.019
O  -3.102  -0.646  -0.350  -0.110
H  -3.159  0.272  -0.061  -0.010
H  0.109  -0.384  2.931  -0.093
O  0.827  -1.713  -0.742  -0.156
H  1.010  -1.340  -1.705  0.074
H  -2.296  -1.078  0.086  0.039
O  -0.828  0.514  0.148  -0.402
H  -0.075  0.760  0.744  0.004
H  -1.015  0.613  -1.459  0.052


5.
Here is a structure of composition C2H2O3S at a distorted geometry from the Open Molecules 2025 dataset. Energies are from ωB97M-V/def2-TZVPD.

As for the molar mass: 106.10 g mol⁻¹. As for the net charge: 0. The frontier orbital gap (alpha / beta) is 8.17 / 7.09 eV. Its expectation value of S² is 2.013. As for the spin multiplicity: 3.

Each line ends with the Löwdin spin population.
Positions of all 8 atoms, in Å:
C  -0.035  0.849  -1.190  -0.002
C  -0.550  -0.785  -0.117  0.853
O  0.533  0.888  1.595  0.260
O  0.058  -1.524  2.259  0.299
O  1.080  0.983  -1.552  0.039
S  0.319  -0.517  1.241  0.507
H  -0.961  1.541  -1.318  -0.002
H  -0.444  -1.435  -0.917  0.046


6.
Here is the molecule C5H5Cl at a distorted geometry from the Open Molecules 2025 dataset. Energies are from ωB97M-V/def2-TZVPD.

As for the molar mass: 100.55 g mol⁻¹. As for the net charge: 0. The frontier orbital gap (alpha / beta) is 6.61 / 7.48 eV. As for the spin multiplicity: 1.

Each line ends with the Löwdin charge.
Positions of all 11 atoms, in Å:
C  1.687  0.723  1.056  0.072
C  0.874  -0.289  0.569  -0.294
C  1.972  -0.749  1.461  -0.184
C  -0.366  -0.657  -0.378  -0.649
C  -0.759  0.387  -1.286  -0.161
Cl  -1.423  -1.935  -0.151  0.757
H  2.738  -1.404  0.835  0.131
H  1.711  -1.130  2.404  0.048
H  -0.142  0.495  -2.296  0.146
H  -0.572  1.352  -0.838  0.081
H  -1.793  0.308  -1.513  0.052